Entry 1:
C18H37Cl2N6O4S | ωB97M-V/def2-TZVPD

The geometry in ORCA input format:
```
! wB97M-V def2-TZVPD RIJCOSX def2/J DEFGRID3
* xyz 1 1
N -2.216 -1.892 3.701
C -3.017 -1.260 2.825
N -4.083 -1.801 2.217
C -4.595 -0.829 1.478
Cl -5.955 -0.927 0.508
N -3.850 0.293 1.562
Cl -4.069 1.757 0.799
N -2.841 0.027 2.458
C -1.813 0.977 2.884
C -0.512 0.817 2.089
S -0.509 1.851 0.600
C -0.446 0.654 -0.663
N -1.078 0.705 -1.782
N -0.689 -0.434 -2.481
C 0.115 -1.074 -1.719
O 0.330 -0.444 -0.533
H -2.610 -2.498 4.401
H -1.218 -1.783 3.676
H -1.650 0.802 3.949
H -2.225 1.979 2.765
H 0.316 1.154 2.718
H -0.312 -0.221 1.822
H 0.592 -2.018 -1.934
C 2.845 5.473 5.097
C 2.105 4.236 4.623
O 0.992 4.510 3.782
C 1.284 5.200 2.574
C 2.211 4.434 1.649
H 2.165 6.150 5.615
H 3.641 5.187 5.784
H 3.303 6.020 4.272
H 1.684 3.710 5.480
H 2.798 3.543 4.131
H 1.671 6.202 2.779
H 0.314 5.331 2.092
H 3.205 4.290 2.074
H 2.328 4.960 0.702
H 1.779 3.451 1.459
C -1.810 -4.041 0.952
C -0.846 -4.693 -0.027
O -0.463 -6.000 0.332
C -1.507 -6.961 0.413
C -2.264 -7.166 -0.886
H -1.384 -4.039 1.957
H -2.007 -3.010 0.643
H -2.769 -4.558 0.997
H 0.087 -4.126 -0.053
H -1.260 -4.668 -1.042
H -2.198 -6.709 1.226
H -1.007 -7.885 0.700
H -2.801 -6.269 -1.200
H -2.999 -7.961 -0.761
H -1.581 -7.450 -1.686
C 3.998 0.587 -6.280
C 2.820 1.357 -6.851
O 1.559 0.765 -6.592
C 1.206 0.612 -5.232
C 1.140 1.918 -4.457
H 4.001 -0.438 -6.652
H 4.931 1.067 -6.574
H 3.976 0.550 -5.189
H 2.894 1.388 -7.938
H 2.837 2.396 -6.503
H 1.885 -0.093 -4.735
H 0.221 0.147 -5.242
H 2.110 2.415 -4.402
H 0.803 1.729 -3.438
H 0.438 2.605 -4.931
*
```

electronic energy	-2655.73754	Eh
E_HOMO	-0.405	Eh
largest force on an atom	0.55	eV/A
gap between HOMO and LUMO	7.49	eV
molar mass	504.505	g/mol
lowest unoccupied orbital energy	-3.5345	eV


Entry 2:
C19H33BF2N3PSi | ωB97M-V/def2-TZVPD

The geometry in ORCA input format:
```
! wB97M-V def2-TZVPD RIJCOSX def2/J DEFGRID3
* xyz 0 1
C -1.617 -1.786 2.431
Si -2.727 -1.130 1.015
C -4.581 -1.562 1.432
C -2.676 0.765 0.754
C -1.367 1.502 1.342
C -1.662 2.763 2.281
F -0.573 3.713 2.029
F -2.870 3.471 1.983
B -1.572 2.433 3.887
P -0.257 3.155 5.073
N 1.191 2.405 4.950
C -2.304 -2.161 -0.553
C -3.259 -2.305 -1.777
C -2.934 -3.181 -3.036
C -1.591 -3.948 -3.032
C -0.578 -3.816 -1.841
C -0.927 -2.930 -0.592
H -2.140 -1.546 3.420
H -1.491 -2.925 2.269
H -0.556 -1.346 2.373
H -4.992 -2.228 0.587
H -4.648 -2.111 2.430
H -5.224 -0.599 1.407
H -3.622 1.191 1.273
H -2.792 1.080 -0.353
H -0.703 1.894 0.480
H -0.681 0.798 1.950
H -2.395 1.718 4.359
H -0.698 2.960 6.424
H -0.034 4.553 4.837
H 1.383 1.977 5.877
H -4.248 -1.734 -1.736
H -3.702 -3.239 -3.888
H -1.335 -4.619 -3.915
H 0.428 -4.376 -1.881
H -0.198 -2.851 0.276
C 0.568 -0.930 -3.715
C 1.015 0.463 -4.142
C 1.115 1.444 -2.973
C -0.188 1.721 -2.364
N -1.209 1.931 -1.877
H -0.443 -0.917 -3.298
H 0.562 -1.603 -4.577
H 1.245 -1.346 -2.965
H 0.326 0.847 -4.901
H 1.999 0.384 -4.615
H 1.541 2.385 -3.337
H 1.804 1.056 -2.217
C 5.689 1.648 -0.926
C 4.954 1.332 0.371
C 4.755 -0.167 0.599
C 3.869 -0.770 -0.401
N 3.176 -1.244 -1.189
H 5.116 1.324 -1.800
H 5.848 2.725 -1.015
H 6.665 1.157 -0.954
H 3.988 1.846 0.373
H 5.533 1.738 1.206
H 4.320 -0.319 1.592
H 5.722 -0.679 0.595
*
```

electronic energy	-1763.22735	Eh
E_HOMO	-0.313	Eh
largest force on an atom	4.62	eV/A
gap between HOMO and LUMO	7.35	eV
molar mass	411.362	g/mol
SMILES string	C[Si](C)(CCC(F)(F)B[PH2]=N)c1ccccc1.CCCC#N.CCCC#N
lowest unoccupied orbital energy	-1.1744	eV


Q: The highest largest force on an atom belongs to which entry?
A: C19H33BF2N3PSi


Q: Look up the molar mass of the second one.
A: 411.362 g/mol


Q: Which of these has the lowest lowest unoccupied orbital energy?
A: C18H37Cl2N6O4S